DFT (the ωB97M-V functional and the def2-TZVPD basis) results for a structure of composition C6H10NO in a non-equilibrium geometry.

The geometry in XYZ format:
```
18
C6H10NO, DFT the ωB97M-V functional and the def2-TZVPD basis
C -2.46438 0.63172 -0.27147
O -3.21275 -0.42104 -0.04453
C -0.97961 0.53415 0.15159
C -0.39833 -0.65937 -0.53276
C 0.95852 -1.01417 -0.76826
C 1.91538 0.04126 -0.40106
N 3.21403 -0.19324 0.28999
C 2.11759 -0.08805 1.15208
H -2.74578 1.57427 0.38831
H -2.58745 1.13621 -1.26007
H -0.54915 1.46733 -0.22674
H -0.87954 0.66295 1.23534
H -1.27489 -1.10903 -1.03717
H 0.21110 -1.46547 0.24445
H 1.13009 -1.80515 -1.50392
H 1.88914 1.03155 -0.84632
H 1.76146 -1.02869 1.56873
H 1.89456 0.70477 1.86179
```

Summary:
E_HOMO (spin up / spin down) ... -0.2455 / -0.2455 Ha
Expectation value of S² ... 0.754
Frontier orbital gap (spin up / spin down) ... 5.2 / 4.7 eV
E_LUMO (spin up / spin down) ... -1.488 / -1.989 eV
Spin multiplicity ... 2
Energy above the lowest of the compared OMol25 structures with the same formula, charge and spin ... 613.8 kJ/mol
Total energy ... -9912.337 eV